(1)
The following is a quantum chemistry calculation of the ion C7H11N4 with charge +1 in a non-equilibrium geometry, from the Open Molecules 2025 dataset.

Last columns: bonded neighbours and bond lengths (Å).
Atoms and positions in Å:
1 C 0.499 0.179 2.755  C2 1.292, C3 1.486, H12 1.022
2 C 0.136 1.332 2.298  C1 1.292, C5 1.550, H13 1.132
3 C 0.869 -0.936 1.844  C1 1.486, C4 1.531, N9 1.226
4 C 0.402 -0.712 0.403  C3 1.531, N10 1.302
5 C 0.181 1.773 0.813  C2 1.550, N10 1.610, H14 1.045, H15 1.133
6 C 0.095 0.763 -1.505  N10 1.432, N11 1.678, H16 1.096, H17 1.180
7 C -1.567 -1.247 -1.806  N11 1.472, H18 1.124, H19 1.019, H20 1.100
8 N 0.739 -1.482 -2.282  N11 1.301
9 N 1.450 -1.898 2.335  C3 1.226, H21 1.025
10 N 0.353 0.477 -0.126  C4 1.302, C5 1.610, C6 1.432
11 N -0.288 -0.683 -2.266  C6 1.678, C7 1.472, N8 1.301, H22 1.056
12 H 0.530 -0.085 3.742  C1 1.022
13 H -0.174 2.184 2.974  C2 1.132
14 H -0.632 2.414 0.673  C5 1.045
15 H 0.998 2.534 0.620  C5 1.133
16 H -0.545 1.622 -1.736  C6 1.096
17 H 1.133 0.946 -2.034  C6 1.180
18 H -1.478 -1.567 -0.732  C7 1.124
19 H -2.244 -0.508 -1.994  C7 1.019
20 H -1.835 -2.176 -2.330  C7 1.100
21 H 1.819 -2.537 1.624  N9 1.025
22 H -0.441 -0.393 -3.270  N11 1.056

Multiplicity = 1
HOMO-LUMO gap (spin up / spin down) = 7.72 / 6.62 eV
Charge = +1
LUMO energy (spin up / spin down) = -5.085 / -5.989 eV
ΔE to the lowest compared entry with this formula, charge and spin = 240.7 kcal/mol



(2)
The following is a quantum chemistry calculation of a cluster of 2 separate species, C7H11N4 in total in a non-equilibrium geometry, from the Open Molecules 2025 dataset.

Last columns: bonded neighbours and bond lengths (Å).
Atoms and positions in Å:
1 C 0.389 -2.523 0.309  C2 1.363, C3 1.382, H12 1.055
2 C 1.647 -2.004 0.243  C1 1.363, N9 1.385, H13 1.076
3 C -0.515 -1.499 0.104  C1 1.382, C4 1.468, C5 1.387
4 C 0.247 -0.245 0.080  C3 1.468, N9 1.336, N10 1.267
5 C -1.872 -1.711 -0.087  C3 1.387, N8 1.368, H14 1.116
6 C -2.747 0.601 -0.124  C7 1.369, N8 1.194
7 C -3.216 1.886 -0.186  C6 1.369, H15 1.054, H16 1.132, H17 1.197
8 N -2.639 -0.585 -0.208  C5 1.368, C6 1.194
9 N 1.514 -0.626 0.263  C2 1.385, C4 1.336, H18 1.082
10 N -0.281 0.905 -0.003  C4 1.267, H19 1.093
11 N 3.467 1.282 -0.264  H20 1.018, H21 0.989, H22 0.972
12 H 0.112 -3.538 0.393  C1 1.055
13 H 2.530 -2.517 0.582  C2 1.076
14 H -2.414 -2.687 -0.113  C5 1.116
15 H -3.331 2.243 0.798  C7 1.054
16 H -4.187 2.136 -0.710  C7 1.132
17 H -2.259 2.473 -0.604  C7 1.197
18 H 2.293 0.120 0.348  N9 1.082
19 H 0.279 1.837 0.111  N10 1.093
20 H 3.591 2.009 0.438  N11 1.018
21 H 3.118 1.701 -1.089  N11 0.989
22 H 4.274 0.740 -0.279  N11 0.972

Multiplicity = 3
HOMO-LUMO gap (spin up / spin down) = 7.04 / 7.74 eV
Charge = +1
LUMO energy (spin up / spin down) = -3.012 / -5.798 eV
ΔE to the lowest compared entry with this formula, charge and spin = 0.7 kcal/mol



(3)
The following is a quantum chemistry calculation of the ion C7H11N4O with charge +1 in a non-equilibrium geometry, from the Open Molecules 2025 dataset.

Last columns: bonded neighbours and bond lengths (Å).
Atoms and positions in Å:
1 O -2.812 2.341 -0.921  C2 1.404, H13 0.967
2 C -3.388 1.162 -0.423  O1 1.404, N3 1.450, H14 1.061, H15 1.135
3 N -2.349 0.411 0.253  C2 1.450, N4 1.405, C7 1.376
4 N -2.323 -0.240 1.498  N3 1.405, N5 1.256
5 N -1.211 -0.813 1.613  N4 1.256, N6 1.311
6 N -0.484 -0.663 0.533  N5 1.311, C7 1.356, C9 1.475
7 C -1.137 0.143 -0.341  N3 1.376, N6 1.356, C8 1.503
8 C 0.088 0.257 -1.204  C7 1.503, C9 1.525, H16 1.035, H17 0.996
9 C 0.746 -0.758 -0.275  N6 1.475, C8 1.525, C10 1.548, H18 1.091
10 C 2.044 -0.271 0.414  C9 1.548, C11 1.549, C12 1.445, H19 1.070
11 C 2.833 -1.228 1.343  C10 1.549, C12 1.514, H20 1.089, H21 1.174
12 C 3.277 -0.858 -0.057  C10 1.445, C11 1.514, H22 1.221, H23 1.051
13 H -3.419 3.059 -1.144  O1 0.967
14 H -3.858 0.517 -1.121  C2 1.061
15 H -4.196 1.350 0.353  C2 1.135
16 H -0.233 -0.043 -2.141  C8 1.035
17 H 0.576 1.125 -1.217  C8 0.996
18 H 0.897 -1.789 -0.599  C9 1.091
19 H 2.040 0.749 0.734  C10 1.070
20 H 2.288 -2.102 1.696  C11 1.089
21 H 3.363 -0.716 2.256  C11 1.174
22 H 4.119 -0.059 -0.435  C12 1.221
23 H 3.139 -1.573 -0.815  C12 1.051

SMILES = OC[n+]1nnn2c1C[C@H]2C1CC1
Multiplicity = 1
HOMO-LUMO gap = 10.39 eV
Charge = +1
LUMO energy = -3.744 eV
ΔE to the lowest compared entry with this formula, charge and spin = 135.7 kcal/mol



(4)
The following is a quantum chemistry calculation of a cluster of 2 separate species, C7H11N5 in total in a non-equilibrium geometry, from the Open Molecules 2025 dataset.

Last columns: bonded neighbours and bond lengths (Å).
Atoms and positions in Å:
1 C -1.545 1.903 -0.997  C2 1.387, C3 1.394, H13 1.030
2 C -0.912 1.920 -2.231  C1 1.387, C4 1.418, H14 1.054
3 C -1.153 0.952 -0.056  C1 1.394, C5 1.367, H15 1.064
4 C 0.251 1.123 -2.380  C2 1.418, N8 1.306, H16 1.119
5 C -0.109 0.116 -0.341  C3 1.367, N8 1.361, N10 1.344
6 C -0.284 -1.880 0.893  N10 1.300, N11 1.332, H17 1.119
7 C 2.068 -0.223 1.568  N9 1.176, N12 1.292
8 N 0.650 0.290 -1.457  C4 1.306, C5 1.361, H18 1.133
9 N 2.959 -0.456 0.836  C7 1.176, H19 1.085
10 N 0.319 -0.775 0.570  C5 1.344, C6 1.300
11 N -1.367 -2.267 0.221  C6 1.332, H20 0.993, H21 1.043
12 N 1.518 0.545 2.450  C7 1.292, H22 1.032, H23 0.949
13 H -2.297 2.560 -0.745  C1 1.030
14 H -1.269 2.594 -2.959  C2 1.054
15 H -1.745 0.796 0.815  C3 1.064
16 H 0.731 1.090 -3.391  C4 1.119
17 H 0.282 -2.548 1.590  C6 1.119
18 H 1.512 -0.443 -1.503  N8 1.133
19 H 3.670 -1.108 0.339  N9 1.085
20 H -2.025 -3.009 0.264  N11 0.993
21 H -1.507 -1.709 -0.650  N11 1.043
22 H 2.037 1.401 2.699  N12 1.032
23 H 0.652 0.453 2.828  N12 0.949

Multiplicity = 1
HOMO-LUMO gap = 9.29 eV
Charge = +2
LUMO energy = -7.804 eV
ΔE to the lowest compared entry with this formula, charge and spin = 29.9 kcal/mol



Q: ΔE to the lowest compared entry with this formula, charge and spin of number 2 (C7H11N4)?
A: 0.7 kcal/mol



Q: Look up the charge of the third one.
A: +1



What did the third record say?
The following is a quantum chemistry calculation of the ion C7H11N4O with charge +1 in a non-equilibrium geometry, from the Open Molecules 2025 dataset.

Last columns: bonded neighbours and bond lengths (Å).
Atoms and positions in Å:
1 O -2.812 2.341 -0.921  C2 1.404, H13 0.967
2 C -3.388 1.162 -0.423  O1 1.404, N3 1.450, H14 1.061, H15 1.135
3 N -2.349 0.411 0.253  C2 1.450, N4 1.405, C7 1.376
4 N -2.323 -0.240 1.498  N3 1.405, N5 1.256
5 N -1.211 -0.813 1.613  N4 1.256, N6 1.311
6 N -0.484 -0.663 0.533  N5 1.311, C7 1.356, C9 1.475
7 C -1.137 0.143 -0.341  N3 1.376, N6 1.356, C8 1.503
8 C 0.088 0.257 -1.204  C7 1.503, C9 1.525, H16 1.035, H17 0.996
9 C 0.746 -0.758 -0.275  N6 1.475, C8 1.525, C10 1.548, H18 1.091
10 C 2.044 -0.271 0.414  C9 1.548, C11 1.549, C12 1.445, H19 1.070
11 C 2.833 -1.228 1.343  C10 1.549, C12 1.514, H20 1.089, H21 1.174
12 C 3.277 -0.858 -0.057  C10 1.445, C11 1.514, H22 1.221, H23 1.051
13 H -3.419 3.059 -1.144  O1 0.967
14 H -3.858 0.517 -1.121  C2 1.061
15 H -4.196 1.350 0.353  C2 1.135
16 H -0.233 -0.043 -2.141  C8 1.035
17 H 0.576 1.125 -1.217  C8 0.996
18 H 0.897 -1.789 -0.599  C9 1.091
19 H 2.040 0.749 0.734  C10 1.070
20 H 2.288 -2.102 1.696  C11 1.089
21 H 3.363 -0.716 2.256  C11 1.174
22 H 4.119 -0.059 -0.435  C12 1.221
23 H 3.139 -1.573 -0.815  C12 1.051

SMILES = OC[n+]1nnn2c1C[C@H]2C1CC1
Multiplicity = 1
HOMO-LUMO gap = 10.39 eV
Charge = +1
LUMO energy = -3.744 eV
ΔE to the lowest compared entry with this formula, charge and spin = 135.7 kcal/mol



What did the second record say?
The following is a quantum chemistry calculation of a cluster of 2 separate species, C7H11N4 in total in a non-equilibrium geometry, from the Open Molecules 2025 dataset.

Last columns: bonded neighbours and bond lengths (Å).
Atoms and positions in Å:
1 C 0.389 -2.523 0.309  C2 1.363, C3 1.382, H12 1.055
2 C 1.647 -2.004 0.243  C1 1.363, N9 1.385, H13 1.076
3 C -0.515 -1.499 0.104  C1 1.382, C4 1.468, C5 1.387
4 C 0.247 -0.245 0.080  C3 1.468, N9 1.336, N10 1.267
5 C -1.872 -1.711 -0.087  C3 1.387, N8 1.368, H14 1.116
6 C -2.747 0.601 -0.124  C7 1.369, N8 1.194
7 C -3.216 1.886 -0.186  C6 1.369, H15 1.054, H16 1.132, H17 1.197
8 N -2.639 -0.585 -0.208  C5 1.368, C6 1.194
9 N 1.514 -0.626 0.263  C2 1.385, C4 1.336, H18 1.082
10 N -0.281 0.905 -0.003  C4 1.267, H19 1.093
11 N 3.467 1.282 -0.264  H20 1.018, H21 0.989, H22 0.972
12 H 0.112 -3.538 0.393  C1 1.055
13 H 2.530 -2.517 0.582  C2 1.076
14 H -2.414 -2.687 -0.113  C5 1.116
15 H -3.331 2.243 0.798  C7 1.054
16 H -4.187 2.136 -0.710  C7 1.132
17 H -2.259 2.473 -0.604  C7 1.197
18 H 2.293 0.120 0.348  N9 1.082
19 H 0.279 1.837 0.111  N10 1.093
20 H 3.591 2.009 0.438  N11 1.018
21 H 3.118 1.701 -1.089  N11 0.989
22 H 4.274 0.740 -0.279  N11 0.972

Multiplicity = 3
HOMO-LUMO gap (spin up / spin down) = 7.04 / 7.74 eV
Charge = +1
LUMO energy (spin up / spin down) = -3.012 / -5.798 eV
ΔE to the lowest compared entry with this formula, charge and spin = 0.7 kcal/mol